This record from OMol25 describes a cluster of 5 separate species, C46H98FIN6O17PS in total at a distorted geometry. The level of theory is ωB97M-V/def2-TZVPD.

Summary:
HOMO energy: -10.1 eV
Charge: +1
Molecular weight: 1216.3 g mol⁻¹
E_LUMO: -4.530 eV

Element x y z (Å)
C (8.254, 5.783, 4.187)
C (7.337, 6.289, 2.905)
C (6.086, 7.265, 3.327)
C (5.254, 7.873, 2.015)
C (5.773, 7.184, 0.611)
C (4.895, 7.633, -0.718)
C (5.631, 6.883, -2.013)
C (4.842, 5.485, -2.463)
N (5.151, 4.327, -1.541)
I (7.084, 3.793, -0.915)
C (4.132, 3.557, -1.043)
N (4.280, 2.384, -0.048)
P (3.942, 0.832, -0.852)
N (3.414, -0.446, 0.266)
O (5.497, 0.276, -1.467)
C (3.251, 2.859, 1.001)
O (3.919, 4.118, 1.466)
C (3.081, 2.027, 2.388)
C (4.604, 1.768, 3.032)
S (4.841, 0.038, 3.714)
C (5.710, -1.063, 2.469)
N (5.643, -2.566, 2.312)
N (6.348, -3.169, 1.279)
C (7.009, -1.968, 0.606)
O (6.611, -0.742, 1.337)
C (1.901, 3.276, 0.104)
C (1.232, 4.774, 0.432)
C (0.869, 5.009, 2.008)
C (-0.763, 5.375, 2.050)
O (-1.410, 4.889, 3.284)
C (0.718, 2.144, 0.135)
O (0.029, 1.970, 1.419)
C (-0.214, 0.557, 1.746)
N (2.632, 3.596, -1.182)
C (1.986, 3.379, -2.503)
C (3.011, 2.934, -3.736)
F (1.419, 4.709, -2.942)
H (8.586, 6.726, 4.811)
H (7.680, 4.976, 4.819)
H (9.234, 5.281, 3.749)
H (6.849, 5.299, 2.452)
H (8.092, 6.796, 2.147)
H (5.362, 6.664, 4.050)
H (6.468, 8.205, 3.935)
H (5.409, 9.045, 1.952)
H (4.111, 7.640, 2.171)
H (6.904, 7.448, 0.345)
H (5.623, 6.009, 0.721)
H (3.793, 7.221, -0.655)
H (4.851, 8.803, -0.839)
H (6.780, 6.734, -1.849)
H (5.511, 7.644, -2.912)
H (3.699, 5.742, -2.409)
H (5.149, 5.280, -3.573)
H (3.422, -1.338, -0.312)
H (2.423, -0.354, 0.574)
H (5.251, -0.313, -2.241)
H (3.588, 4.339, 2.407)
H (2.501, 2.611, 3.248)
H (2.523, 0.992, 2.286)
H (5.466, 2.007, 2.278)
H (4.733, 2.547, 3.927)
H (7.682, -2.105, -0.347)
H (0.357, 5.048, -0.309)
H (2.110, 5.541, 0.174)
H (1.467, 5.896, 2.525)
H (0.986, 4.071, 2.698)
H (-1.235, 4.731, 1.162)
H (-0.986, 6.497, 1.800)
H (-2.391, 4.837, 3.043)
H (1.113, 1.124, -0.342)
H (-0.115, 2.521, -0.634)
H (0.545, 0.106, 2.516)
H (-1.283, 0.464, 2.231)
H (-0.215, -0.167, 0.811)
H (1.094, 2.629, -2.558)
H (2.334, 2.406, -4.565)
H (3.807, 2.136, -3.423)
H (3.485, 3.873, -4.294)
C (-3.125, -0.187, -7.450)
O (-3.404, 0.518, -6.252)
C (-3.052, -0.233, -5.088)
C (-2.839, 0.703, -3.895)
O (-1.557, 1.347, -3.907)
C (-1.384, 2.374, -4.894)
C (-2.145, 3.661, -4.561)
O (-3.530, 3.516, -4.881)
C (-4.353, 4.371, -4.100)
H (-3.715, -1.106, -7.501)
H (-3.390, 0.455, -8.295)
H (-2.056, -0.416, -7.517)
H (-2.140, -0.812, -5.265)
H (-3.881, -0.917, -4.874)
H (-2.848, 0.095, -2.983)
H (-3.645, 1.431, -3.794)
H (-1.616, 2.004, -5.894)
H (-0.311, 2.606, -4.885)
H (-1.754, 4.485, -5.166)
H (-2.014, 3.895, -3.500)
H (-4.228, 4.151, -3.036)
H (-5.394, 4.180, -4.368)
H (-4.117, 5.417, -4.302)
C (-2.032, -6.651, -2.757)
O (-1.027, -5.780, -2.265)
C (-1.031, -4.517, -2.933)
C (-0.362, -3.451, -2.060)
O (-1.223, -2.946, -1.030)
C (-1.485, -3.841, 0.059)
C (-0.287, -4.011, 0.998)
O (0.669, -4.905, 0.426)
C (1.983, -4.664, 0.909)
H (-1.862, -6.874, -3.813)
H (-1.990, -7.581, -2.184)
H (-3.023, -6.207, -2.616)
H (-2.054, -4.208, -3.166)
H (-0.466, -4.636, -3.864)
H (-0.135, -2.588, -2.696)
H (0.588, -3.794, -1.647)
H (-1.868, -4.798, -0.299)
H (-2.296, -3.372, 0.630)
H (-0.621, -4.450, 1.944)
H (0.162, -3.033, 1.191)
H (2.293, -3.643, 0.672)
H (2.664, -5.353, 0.404)
H (2.033, -4.837, 1.985)
C (-4.603, -9.549, -0.572)
O (-5.755, -9.687, -1.387)
C (-6.014, -8.515, -2.163)
C (-6.872, -8.862, -3.383)
O (-6.116, -9.445, -4.454)
C (-5.666, -10.790, -4.241)
C (-6.793, -11.822, -4.334)
O (-7.558, -11.832, -3.128)
C (-8.888, -12.286, -3.340)
H (-4.738, -8.740, 0.149)
H (-4.450, -10.488, -0.033)
H (-3.719, -9.363, -1.192)
H (-5.076, -8.059, -2.494)
H (-6.555, -7.810, -1.522)
H (-7.275, -7.928, -3.788)
H (-7.728, -9.485, -3.119)
H (-5.104, -10.875, -3.310)
H (-4.958, -10.990, -5.056)
H (-6.366, -12.822, -4.460)
H (-7.428, -11.588, -5.194)
H (-9.400, -11.638, -4.057)
H (-9.423, -12.231, -2.389)
H (-8.888, -13.319, -3.691)
C (-5.182, -1.627, 6.347)
O (-4.548, -0.359, 6.321)
C (-4.853, 0.423, 7.478)
C (-3.777, 1.491, 7.697)
O (-2.591, 0.975, 8.317)
C (-1.765, 0.145, 7.490)
C (-0.993, 0.934, 6.428)
O (-1.850, 1.261, 5.333)
C (-1.415, 2.424, 4.641)
H (-6.269, -1.513, 6.350)
H (-4.883, -2.179, 5.452)
H (-4.857, -2.197, 7.225)
H (-4.921, -0.214, 8.365)
H (-5.820, 0.906, 7.302)
H (-4.175, 2.229, 8.402)
H (-3.540, 2.029, 6.779)
H (-2.337, -0.677, 7.058)
H (-1.032, -0.305, 8.172)
H (-0.178, 0.319, 6.034)
H (-0.578, 1.840, 6.881)
H (-1.393, 3.282, 5.319)
H (-2.134, 2.636, 3.846)
H (-0.431, 2.261, 4.200)

Here are the Mulliken charges for atoms 1 to 8, given in e:
1. C -1.07
2. C 0.16
3. C -0.47
4. C -0.40
5. C -0.04
6. C -0.38
7. C -1.00
8. C -0.48